(1)
{
  "formula": "C6H10N2",
  "method": "ωB97M-V/def2-TZVPD",
  "e_above_lowest_kj_mol": 999.1,
  "total_energy_ev": -9354.082,
  "homo_lumo_gap_ev": 9.06,
  "elements": ["C", "C", "C", "C", "C", "C", "H", "H", "H", "H", "H", "H", "H", "H", "H", "H", "N", "N"],
  "positions_angstrom": [[1.14287, -0.01512, -2.15003], [0.05154, -0.51847, -1.00925], [-0.91131, -0.58156, 1.01771], [-0.96773, 0.49355, 2.30301], [-0.19603, 0.74321, 0.99756], [0.86123, 0.83099, -0.91430], [0.90357, 0.42531, -2.99963], [2.01303, -0.68074, -1.94416], [0.62041, -1.47636, -0.70975], [-1.55719, -1.68539, -0.91376], [-0.56648, -1.66648, 1.18156], [-0.50561, -0.33684, 2.97292], [-1.71060, 1.19212, 2.84601], [-1.08875, 0.99431, 0.00258], [2.01614, 0.44701, 0.83215], [0.09519, 1.36774, -1.34468], [-1.31224, -0.65180, -0.60609], [1.11196, 1.11854, 0.43816]],
  "atomic_forces_ev_per_a": [[1.118, -2.895, 6.402], [4.142, -1.779, -2.247], [0.384, -0.453, -2.219], [0.537, -1.739, -0.636], [-2.853, -0.605, -0.795], [-2.380, -4.475, -1.027], [-0.546, 1.717, -3.995], [-0.720, 0.398, -1.392], [-0.426, 1.718, 0.286], [0.036, 2.618, 1.088], [-0.142, 1.996, 0.580], [-0.414, 2.157, -0.482], [0.935, -1.371, -1.422], [2.354, 1.072, 3.611], [-3.520, 2.405, -1.274], [-1.380, 2.845, -0.113], [-0.981, -2.294, 0.372], [3.856, -1.315, 3.262]]
}

(2)
{
  "formula": "C6H10N2",
  "method": "ωB97M-V/def2-TZVPD",
  "e_above_lowest_kj_mol": 547.0,
  "total_energy_ev": -9339.194,
  "total_charge": 2,
  "homo_lumo_gap_ev": [6.10, 9.35],
  "elements": ["C", "C", "C", "C", "C", "C", "N", "N", "H", "H", "H", "H", "H", "H", "H", "H", "H", "H"],
  "positions_angstrom": [[-0.89555, 0.17284, -0.67979], [-2.14821, 0.62647, -0.13826], [2.54225, -0.20438, -1.94264], [0.01041, 0.30714, -1.84247], [-0.83823, -0.04589, 1.96847], [0.34999, -0.67383, 2.48352], [-0.96100, 0.09847, 0.71875], [1.43364, 0.43263, -1.92486], [-2.46890, 1.61438, -0.13057], [-3.03740, 0.05987, 0.02618], [3.48342, 0.26523, -2.24525], [2.61870, -1.34005, -1.70076], [-0.50843, 1.16225, -2.48366], [-0.06649, -0.46403, -2.59841], [-1.56983, 0.48315, 2.70162], [0.27980, -1.21195, 3.41742], [1.02033, 0.06528, 2.64155], [0.75550, -1.34761, 1.72917]],
  "atomic_forces_ev_per_a": [[1.073, -0.866, 0.479], [0.752, -1.223, 0.651], [-1.971, -0.989, 0.285], [-0.463, 1.352, -0.906], [-0.167, 0.902, 2.740], [-1.072, -3.184, -0.606], [-2.513, 1.911, -3.244], [1.663, -0.341, 0.808], [0.378, 2.319, 0.170], [-0.284, -1.322, -0.472], [-0.247, 0.374, 0.184], [-0.352, 1.696, -0.371], [1.144, -1.128, 1.094], [-0.970, -1.019, -0.193], [0.865, -1.121, -1.623], [-0.511, -0.029, 0.302], [2.504, 2.707, 0.643], [0.171, -0.039, 0.059]]
}

(3)
{
  "formula": "C6H10N2O",
  "method": "ωB97M-V/def2-TZVPD",
  "e_above_lowest_kj_mol": 741.7,
  "total_energy_ev": -11404.401,
  "homo_lumo_gap_ev": 9.45,
  "elements": ["C", "C", "C", "C", "C", "C", "H", "H", "H", "H", "H", "H", "H", "H", "H", "H", "N", "N", "O"],
  "positions_angstrom": [[-1.33240, 1.64683, 1.90712], [-0.45742, 0.56711, 1.31005], [-0.18322, -0.80763, -0.02585], [0.10709, -1.17977, -1.54940], [1.43120, -0.18682, -1.65474], [0.40035, 0.61200, 0.13256], [-0.85256, 2.12810, 3.03943], [-0.08711, 0.24818, 2.29404], [-2.25422, -0.83371, 1.20525], [0.35705, -1.64550, 0.49846], [0.21150, -2.26061, -1.81937], [-0.60309, -0.79353, -2.23615], [2.38721, -0.77146, -1.58616], [1.24159, 0.47644, -2.58247], [2.41617, -0.14280, 0.00894], [-0.45201, 0.90186, -0.75044], [-1.41481, -0.29471, 0.60098], [1.69011, 0.69848, -0.36589], [-2.60543, 1.63753, 1.57364]],
  "atomic_forces_ev_per_a": [[-5.557, 0.797, 1.249], [-3.359, 2.491, 3.222], [0.457, -3.311, -2.129], [1.226, 1.187, 1.808], [0.428, -0.190, -1.089], [-3.839, -2.099, -3.352], [-1.657, -0.642, -3.317], [0.871, -1.088, -0.430], [3.588, 1.480, -2.147], [-0.317, 0.972, 0.434], [0.510, 0.920, 0.615], [-0.897, 0.543, -0.425], [-0.960, 0.392, -1.613], [0.915, -1.065, 1.557], [-2.650, 3.430, 0.346], [2.629, 0.992, 2.174], [-1.375, -2.351, 1.617], [3.134, -3.702, -1.055], [6.854, 1.244, 2.535]]
}